(1)
Computed, not measured: a structure of composition C25H21Cl2F6N2O7PPdS2 at a distorted geometry, with ωB97M-V/def2-TZVPD.

Each line ends with the natural charge from an NBO analysis.
Cartesian coordinates (Å):
1 Pd 0.005 -0.022 -1.585  0.196
2 O -0.894 -3.712 2.101  -0.498
3 C -0.277 -2.831 1.639  0.283
4 O 0.052 -0.736 0.312  -0.921
5 C 2.992 -1.024 3.256  -0.816
6 P 2.678 -0.899 1.505  1.229
7 C 2.884 -2.655 0.884  -0.396
8 C 2.538 -2.958 -0.435  -0.194
9 C 2.474 -4.271 -0.873  -0.201
10 C 2.768 -5.313 -0.003  -0.225
11 C 3.135 -5.029 1.303  -0.250
12 C 3.181 -3.713 1.745  -0.149
13 C 3.971 -0.197 0.399  -0.370
14 C 5.220 0.026 0.988  -0.136
15 C 6.250 0.598 0.258  -0.246
16 C 6.043 0.971 -1.065  -0.235
17 C 4.807 0.744 -1.652  -0.199
18 C 3.779 0.154 -0.931  -0.201
19 H 2.294 -1.799 3.641  0.195
20 H 1.004 -1.783 2.880  0.067
21 H 2.297 -2.164 -1.133  0.234
22 H 2.171 -4.478 -1.893  0.210
23 H 2.701 -6.341 -0.342  0.195
24 H 3.363 -5.836 1.991  0.194
25 H 3.463 -3.489 2.766  0.214
26 H 5.363 -0.245 2.027  0.213
27 H 7.209 0.775 0.731  0.193
28 H 6.836 1.448 -1.628  0.192
29 H 4.627 1.040 -2.678  0.209
30 H 2.814 0.005 -1.407  0.250
31 F -2.959 0.102 -0.674  -0.299
32 C -3.758 -0.491 -1.550  0.708
33 F -4.438 0.455 -2.214  -0.326
34 F -4.653 -1.224 -0.863  -0.333
35 S -2.858 -1.597 -2.739  2.277
36 O -1.931 -2.336 -1.935  -0.925
37 O -3.940 -2.313 -3.362  -0.957
38 N -2.247 -0.636 -3.811  -1.244
39 S -1.107 0.452 -3.748  2.194
40 O -1.398 1.666 -3.006  -0.949
41 O 0.270 0.014 -3.949  -0.937
42 C -1.488 1.046 -5.470  0.692
43 F -2.733 1.531 -5.583  -0.332
44 F -0.648 2.042 -5.820  -0.345
45 F -1.346 0.079 -6.390  -0.334
46 C 0.981 4.284 -1.167  -0.734
47 C 1.276 3.243 -2.223  0.611
48 C 1.162 3.658 -3.669  -0.718
49 O 1.610 2.128 -1.909  -0.551
50 H 0.791 5.269 -1.593  0.188
51 H 1.812 4.320 -0.462  0.243
52 H 0.115 3.942 -0.597  0.276
53 H 1.900 4.440 -3.875  0.203
54 H 0.168 4.065 -3.864  0.231
55 H 1.334 2.799 -4.311  0.243
56 Cl 0.398 -1.230 1.688  1.145
57 C 0.037 -0.151 2.781  -0.272
58 C 0.048 0.249 4.114  -0.338
59 C 1.317 0.514 4.591  -0.142
60 C 2.542 0.428 3.706  -0.339
61 C 2.420 1.175 2.341  -0.374
62 Cl 3.658 2.495 2.179  -0.088
63 C 1.198 1.867 1.995  0.270
64 N 0.331 2.507 1.574  -0.399
65 H -0.850 0.429 4.691  0.212
66 H 1.449 0.892 5.602  0.186
67 H 3.398 0.879 4.209  0.219

Properties
**Expectation value of S²**: 2.062
**Total charge**: -2
**Energy relative to the best compared isomer or geometry (same formula, charge and spin)**: 20.105 eV
**Strongest force on any atom**: 6.34 eV Å⁻¹
**Multiplicity**: 3
**LUMO (spin up / spin down)**: 4.3440 / 3.9408 eV

(2)
Computed, not measured: a cluster of 13 separate species, C26H80N10O13 in total at a distorted geometry, with ωB97M-V/def2-TZVPD.

Each line ends with the Löwdin charge.
Cartesian coordinates (Å):
1 C 0.713 -3.602 -6.092  0.036
2 C -0.195 -3.792 -4.794  -0.278
3 C -0.784 -2.473 -4.269  -0.163
4 O -1.776 -1.975 -5.186  -0.211
5 C -1.646 -0.579 -5.531  -0.073
6 N -1.194 -4.835 -5.032  0.351
7 H 1.662 -3.115 -5.869  0.076
8 H 0.137 -2.981 -6.778  0.098
9 H 0.880 -4.500 -6.686  0.091
10 H 0.443 -4.230 -4.027  0.163
11 H -0.041 -1.679 -4.187  0.119
12 H -1.214 -2.511 -3.268  0.128
13 H -1.704 0.135 -4.710  0.074
14 H -2.354 -0.364 -6.331  0.102
15 H -0.734 -0.405 -6.103  0.092
16 H -2.027 -4.276 -5.147  0.144
17 H -0.869 -5.195 -5.918  0.135
18 C -0.760 -0.266 -1.344  -0.071
19 C -1.443 -0.213 -0.011  -0.331
20 C -0.430 0.285 1.036  -0.194
21 O 0.821 -0.379 1.071  -0.208
22 C 1.635 -0.179 2.239  -0.065
23 N -2.408 0.936 -0.202  0.065
24 H -1.403 -0.410 -2.212  0.058
25 H -0.111 -1.141 -1.295  0.066
26 H -0.214 0.619 -1.672  0.060
27 H -1.895 -1.173 0.236  0.151
28 H -0.933 0.181 1.997  0.121
29 H -0.273 1.359 0.942  0.106
30 H 1.362 -0.956 2.953  0.076
31 H 1.345 0.690 2.830  0.088
32 H 2.699 -0.193 2.002  0.081
33 H -1.864 1.784 -0.273  0.024
34 H -2.972 1.162 0.605  0.068
35 C -0.641 -1.299 6.413  -0.087
36 C -1.821 -0.927 5.582  -0.372
37 O -2.747 -1.912 5.805  -0.064
38 H 0.196 -0.630 6.212  0.057
39 H -0.345 -2.330 6.216  0.078
40 H -0.868 -1.204 7.475  0.085
41 H -1.551 -0.784 4.536  0.102
42 H -2.248 -0.064 6.092  0.111
43 H -3.635 -1.716 5.497  0.095
44 C 3.041 -1.266 -4.069  -0.056
45 C 2.808 -2.267 -2.887  -0.297
46 O 2.586 -1.479 -1.803  -0.122
47 H 2.220 -0.558 -4.184  0.063
48 H 3.179 -1.885 -4.955  0.056
49 H 3.934 -0.647 -3.979  0.086
50 H 3.724 -2.800 -2.630  0.129
51 H 1.886 -2.835 -3.009  0.079
52 H 2.506 -2.147 -1.117  0.068
53 C 3.147 0.382 6.580  -0.066
54 C 3.779 -0.564 5.451  -0.271
55 O 4.777 0.081 4.613  -0.093
56 H 3.801 1.183 6.924  0.070
57 H 2.696 -0.219 7.369  0.068
58 H 2.354 1.003 6.163  0.036
59 H 2.941 -1.085 4.988  0.079
60 H 4.351 -1.288 6.031  0.098
61 H 5.206 -0.593 4.080  0.009
62 C 4.931 -2.158 0.761  -0.058
63 C 4.981 -2.483 2.273  -0.265
64 O 6.053 -1.742 2.945  -0.092
65 H 5.823 -2.605 0.321  0.086
66 H 4.761 -1.091 0.613  0.062
67 H 4.012 -2.722 0.604  0.048
68 H 5.173 -3.545 2.425  0.113
69 H 4.027 -2.259 2.749  0.091
70 H 6.823 -2.315 2.978  0.096
71 C -4.811 -0.775 -3.804  -0.094
72 C -5.058 0.255 -2.719  -0.318
73 O -5.029 -0.388 -1.441  -0.081
74 H -3.790 -1.150 -3.741  0.043
75 H -4.884 -0.360 -4.809  0.074
76 H -5.524 -1.599 -3.819  0.080
77 H -5.980 0.737 -3.043  0.108
78 H -4.277 1.013 -2.776  0.092
79 H -4.149 -0.092 -1.196  0.022
80 C 1.100 4.023 4.910  -0.067
81 C -0.257 3.522 4.490  -0.340
82 O -0.687 2.419 5.269  -0.080
83 H 1.829 3.214 4.902  0.071
84 H 1.145 4.635 5.811  0.079
85 H 1.406 4.780 4.187  0.073
86 H -0.195 3.105 3.485  0.075
87 H -1.015 4.306 4.466  0.109
88 H -1.642 2.393 5.174  0.075
89 C -1.377 4.281 1.383  -0.087
90 C -0.323 4.395 0.301  -0.283
91 O -0.568 3.386 -0.673  -0.115
92 H -1.256 4.936 2.246  0.076
93 H -1.294 3.234 1.676  0.047
94 H -2.398 4.416 1.028  0.063
95 H 0.695 4.347 0.688  0.123
96 H -0.534 5.349 -0.182  0.115
97 H -0.045 3.698 -1.415  0.073
98 C -1.784 3.419 -4.852  -0.747
99 O -1.192 2.770 -5.728  0.013
100 N -1.975 3.148 -3.573  0.166
101 N -2.344 4.555 -5.059  0.157
102 H -1.656 2.347 -3.047  0.091
103 H -2.413 3.926 -3.100  0.099
104 H -2.374 4.871 -6.018  0.136
105 H -2.549 5.098 -4.232  0.115
106 C 1.108 -4.349 -0.041  -0.742
107 O 0.716 -3.943 -1.104  0.023
108 N 1.584 -5.580 0.028  0.165
109 N 1.316 -3.627 1.069  0.196
110 H 1.963 -5.950 0.887  0.110
111 H 1.406 -6.209 -0.741  0.118
112 H 1.041 -2.657 1.002  0.088
113 H 1.682 -4.109 1.878  0.116
114 C 3.038 1.978 -1.533  -0.689
115 O 2.841 3.222 -1.454  -0.023
116 N 2.244 1.192 -2.279  0.163
117 N 3.893 1.310 -0.794  0.184
118 H 2.426 0.202 -2.200  0.031
119 H 1.327 1.610 -2.333  0.087
120 H 3.900 0.304 -0.879  0.076
121 H 4.351 1.879 -0.096  0.127
122 C -5.463 2.094 1.850  -0.826
123 O -5.589 1.261 2.742  0.020
124 N -4.991 3.275 1.969  0.170
125 N -5.931 1.894 0.658  0.169
126 H -4.799 3.580 2.913  0.129
127 H -4.908 3.871 1.158  0.110
128 H -6.373 0.991 0.552  0.121
129 H -5.898 2.584 -0.079  0.114

Properties
**Expectation value of S²**: 0.754
**Total charge**: +1
**Strongest force on any atom**: 5.67 eV Å⁻¹
**Multiplicity**: 2
**LUMO (spin up / spin down)**: -2.5313 / -8.4455 eV

(3)
Computed, not measured: an isolated molecule of C3H8N2S at a distorted geometry, with ωB97M-V/def2-TZVPD.

Each line ends with the natural charge from an NBO analysis.
Cartesian coordinates (Å):
1 C 2.101 -0.131 -0.133  -0.441
2 N 1.061 -1.066 0.052  -0.626
3 C -0.289 -0.747 -0.042  0.247
4 S -1.400 -1.900 -0.066  -0.239
5 N -0.711 0.513 -0.122  -0.613
6 C -2.051 0.850 -0.043  -0.425
7 H 2.960 -0.853 -0.620  0.224
8 H 1.737 0.908 -0.740  0.230
9 H 2.579 0.114 0.964  0.187
10 H 1.197 -2.046 0.235  0.422
11 H -0.032 1.248 0.376  0.388
12 H -2.829 0.230 -0.677  0.264
13 H -2.349 0.892 1.129  0.188
14 H -1.974 1.988 -0.312  0.195

Properties
**Energy relative to the best compared isomer or geometry (same formula, charge and spin)**: 2.627 eV
**Strongest force on any atom**: 5.70 eV Å⁻¹
**Multiplicity**: 1
**SMILES**: CNC(=S)NC
**LUMO**: 0.5643 eV

(4)
Computed, not measured: an isolated molecule of CH3F2P at a distorted geometry, with ωB97M-V/def2-TZVPD.

Each line ends with the natural charge from an NBO analysis.
Cartesian coordinates (Å):
1 F -0.693 0.343 -1.426  -0.348
2 C -0.667 -0.070 -0.140  0.350
3 F -0.775 1.053 0.632  -0.354
4 P 1.063 -0.808 0.160  0.218
5 H -1.481 -0.749 0.045  0.143
6 H 1.392 0.255 -0.625  -0.009
7 H 1.160 -0.024 1.354  0.001

Properties
**Energy relative to the best compared isomer or geometry (same formula, charge and spin)**: 0.000 eV
**Strongest force on any atom**: 1.53 eV Å⁻¹
**Multiplicity**: 1
**SMILES**: FC(F)P
**LUMO**: 1.0096 eV

(5)
Computed, not measured: a cluster of 5 separate species, C19H35FO11S4 in total at a distorted geometry, with ωB97M-V/def2-TZVPD.

Each line ends with the natural charge from an NBO analysis.
Cartesian coordinates (Å):
1 O -5.404 -13.100 0.404  -0.591
2 C -6.139 -14.116 0.510  0.967
3 O -7.190 -14.103 1.348  -0.469
4 C -7.627 -15.402 1.622  -0.134
5 C -6.825 -16.236 0.596  0.432
6 F -7.741 -16.522 -0.432  -0.354
7 O -5.876 -15.312 0.096  -0.464
8 H -7.422 -15.712 2.647  0.202
9 H -8.707 -15.549 1.631  0.219
10 H -6.317 -17.151 0.904  0.193
11 O -8.653 -4.479 2.497  -0.937
12 S -8.951 -5.794 3.040  2.078
13 O -9.314 -5.988 4.452  -0.917
14 C -10.233 -6.629 1.858  -0.605
15 C -9.386 -7.588 1.026  -0.416
16 C -8.152 -8.107 1.872  -0.402
17 C -7.523 -6.855 2.560  -0.642
18 H -10.643 -5.888 1.171  0.248
19 H -10.964 -7.181 2.450  0.234
20 H -9.983 -8.405 0.621  0.224
21 H -8.954 -7.076 0.166  0.207
22 H -7.356 -8.631 1.344  0.229
23 H -8.543 -8.811 2.607  0.207
24 H -6.970 -6.352 1.767  0.239
25 H -6.914 -7.032 3.446  0.253
26 O -3.080 -15.442 5.896  -0.927
27 S -2.696 -16.664 5.249  2.113
28 O -3.724 -17.524 4.660  -0.944
29 C -1.246 -16.357 4.018  -0.610
30 C -0.026 -16.250 4.995  -0.422
31 C -0.155 -17.451 5.938  -0.404
32 C -1.660 -17.670 6.344  -0.672
33 H -1.429 -15.427 3.479  0.242
34 H -1.173 -17.174 3.300  0.232
35 H 0.912 -16.353 4.448  0.229
36 H -0.077 -15.317 5.556  0.227
37 H 0.375 -17.419 6.890  0.227
38 H 0.180 -18.384 5.486  0.212
39 H -1.917 -17.440 7.378  0.248
40 H -1.979 -18.705 6.220  0.249
41 O 2.418 -14.304 -4.935  -0.925
42 S 1.791 -15.083 -3.818  2.041
43 O 2.338 -16.347 -3.311  -0.929
44 C 1.569 -13.911 -2.339  -0.597
45 C 0.168 -13.300 -2.630  -0.418
46 C -0.829 -14.362 -3.324  -0.413
47 C -0.032 -15.341 -4.197  -0.624
48 H 2.409 -13.216 -2.364  0.249
49 H 1.609 -14.597 -1.493  0.228
50 H -0.285 -13.012 -1.682  0.229
51 H 0.461 -12.506 -3.317  0.225
52 H -1.588 -13.874 -3.936  0.229
53 H -1.360 -14.948 -2.574  0.215
54 H -0.157 -15.315 -5.280  0.249
55 H -0.214 -16.375 -3.903  0.241
56 O -16.726 -17.065 -1.545  -0.935
57 S -16.175 -15.842 -1.990  2.162
58 O -16.832 -15.080 -3.053  -0.934
59 C -15.771 -14.802 -0.532  -0.670
60 C -14.312 -14.288 -0.721  -0.400
61 C -13.543 -15.375 -1.441  -0.408
62 C -14.458 -16.075 -2.498  -0.676
63 H -15.674 -15.450 0.339  0.232
64 H -16.579 -14.135 -0.233  0.257
65 H -14.424 -13.420 -1.371  0.205
66 H -13.788 -13.924 0.163  0.225
67 H -13.342 -16.065 -0.622  0.212
68 H -12.740 -14.926 -2.026  0.234
69 H -14.269 -17.147 -2.554  0.250
70 H -14.347 -15.678 -3.507  0.249

Properties
**Strongest force on any atom**: 6.91 eV Å⁻¹
**Multiplicity**: 1
**SMILES**: O=C1OC[C@@H](F)O1.O=S1(=O)CCCC1.O=S1(=O)CCCC1.O=S1(=O)CCCC1.O=S1(=O)CCCC1
**LUMO**: -0.0060 eV

(6)
Computed, not measured: a structure of composition C9H24AuClI2N2P2 at a distorted geometry, with ωB97M-V/def2-TZVPD.

Each line ends with the natural charge from an NBO analysis.
Cartesian coordinates (Å):
1 I 2.275 -3.742 -0.291  0.513
2 I 1.548 -2.845 2.142  0.225
3 Au 0.139 -0.104 -0.161  0.746
4 P 1.944 1.151 0.622  0.958
5 C 1.809 1.862 2.282  -0.953
6 C 3.423 0.116 0.593  -0.968
7 H 4.318 0.700 0.857  0.266
8 H 3.144 3.083 -0.228  0.264
9 H 3.517 -0.330 -0.405  0.269
10 H 2.257 2.194 -1.513  0.268
11 H 1.698 1.053 3.018  0.252
12 H 3.284 -0.710 1.312  0.238
13 C 2.212 2.557 -0.481  -0.959
14 H 2.720 2.447 2.509  0.265
15 H 1.370 3.253 -0.384  0.261
16 H 0.931 2.525 2.331  0.260
17 P -1.706 -1.331 -0.898  0.954
18 C -3.117 -1.480 0.230  -0.952
19 C -2.373 -0.564 -2.395  -0.958
20 H -0.317 -2.930 -2.011  0.262
21 H -1.987 -3.586 -1.777  0.267
22 H -0.811 -3.505 -0.409  0.238
23 C -1.169 -3.007 -1.322  -0.962
24 H -1.555 -0.402 -3.103  0.268
25 H -3.144 -1.199 -2.853  0.264
26 H -3.921 -2.062 -0.257  0.264
27 H -3.496 -0.479 0.484  0.260
28 H -2.815 0.405 -2.133  0.260
29 H -2.799 -1.994 1.148  0.257
30 Cl 1.401 -0.742 -2.116  -0.407
31 C -4.150 3.538 0.942  -0.401
32 N -2.902 3.236 1.654  -0.458
33 C -2.583 4.029 2.841  -0.401
34 C -2.112 2.268 1.272  0.590
35 N -1.370 1.419 0.909  -0.604
36 H -4.655 4.341 1.486  0.236
37 H -4.813 2.655 0.957  0.219
38 H -3.939 3.914 -0.075  0.223
39 H -2.511 3.363 3.719  0.221
40 H -1.669 4.625 2.666  0.217
41 H -3.405 4.728 3.014  0.237

Properties
**Expectation value of S²**: 2.011
**Total charge**: +2
**Energy relative to the best compared isomer or geometry (same formula, charge and spin)**: 0.000 eV
**Strongest force on any atom**: 2.57 eV Å⁻¹
**Multiplicity**: 3
**LUMO (spin up / spin down)**: -8.9304 / -11.0018 eV